2 unconnected molecules or ions with the total composition C9H10ClN3 in a non-equilibrium geometry. Source: the Open Molecules 2025 dataset; level of theory: ωB97M-V with the def2-TZVPD basis set.

```
23
Properties=species:S:1:pos:R:3:forces:R:3
C 3.047013 -1.842139 0.441087 -1.2 4.0 -0.6
C 2.745383 -0.756720 1.380816 1.2 -2.6 1.0
C 2.542188 -1.696504 -0.853183 -0.2 -1.2 2.0
C 1.890726 0.274685 1.144955 1.0 -0.3 2.0
C 1.588135 -0.715933 -1.077245 1.1 0.4 2.3
C 1.285161 0.268860 -0.075816 0.7 -1.4 -1.4
C -2.579270 1.478201 -0.458373 0.8 0.6 -1.2
C -2.589719 0.414521 0.537820 1.3 -1.8 -2.2
C -2.158556 -0.779267 0.102716 0.3 0.2 1.8
N 0.871457 -0.326712 -2.114781 0.0 1.9 2.2
N 0.425445 1.125381 -0.597831 -0.7 1.3 -1.1
N 0.200588 0.783300 -1.808515 -1.4 0.8 -0.7
Cl -1.684671 -2.147893 1.132793 -0.5 0.6 -0.2
H 3.835337 -2.511180 0.630455 0.5 -1.0 0.4
H 3.148141 -0.861088 2.418377 -0.1 0.2 -1.1
H 2.717510 -2.510155 -1.496068 0.3 -0.6 -1.3
H 1.793086 0.977402 1.987116 -0.5 0.0 -1.0
H -2.441922 1.142538 -1.480292 -1.1 -0.4 -0.3
H -1.699185 2.082506 -0.497875 1.3 0.2 1.1
H -3.267145 2.247952 -0.296194 -1.9 0.7 -0.2
H -2.820606 0.683632 1.512651 -0.3 -0.1 1.8
H 0.683571 -0.724542 -2.949883 -0.4 -1.5 -3.1
H -1.830470 -0.979704 -0.893494 -0.2 0.1 -0.5
```
Forces are in eV/Å.

Summary:
E_LUMO = 0.5 eV
Frontier orbital gap = 9.366 eV
SMILES = c1ccc2[nH]nnc2c1.C/C=C/Cl
ΔE to the lowest compared entry with this formula, charge and spin = 13.04 kcal per mole

Results of the Löwdin charge analysis, in e, for atoms 1 through 4: number 1, C, carries -0.036; number 2, C, carries -0.083; number 3, C, carries -0.020; number 4, C, carries -0.037